(1)
Molecular formula: C9H11BrN2
Method: DFT, the ωB97M-V functional and the def2-TZVPD basis

Output
- Highest occupied orbital energy: -7.21 eV
- Charge: 0
- E_LUMO: 0.0007 Eh
- Electronic energy: -82526.0789 eV

Atoms and positions in Å:
1 C 1.66 1.74 -0.10
2 C 1.67 0.78 0.93
3 C 0.32 1.89 -0.38
4 C 1.65 -2.30 1.54
5 C 0.41 -1.97 1.53
6 C -0.25 -0.66 1.88
7 C -2.29 -1.13 -0.61
8 C -0.18 2.94 -1.38
9 C -2.30 -1.96 -1.62
10 N -0.45 1.08 0.36
11 N 0.30 0.43 1.19
12 Br -2.14 -1.04 1.20
13 H 2.50 2.16 -0.62
14 H 2.36 0.69 1.72
15 H 1.98 -3.25 1.17
16 H 2.46 -1.61 1.78
17 H -0.36 -2.83 1.69
18 H -0.72 2.49 -2.22
19 H -0.72 3.66 -0.85
20 H 0.72 3.50 -1.93
21 H -2.09 -0.02 -1.07
22 H -2.42 -1.57 -2.62
23 H -2.14 -3.02 -1.60

Mulliken atomic charge list, values in e, 6 entries: atom 1 (C): -0.59, atom 2 (C): -0.67, atom 3 (C): 0.48, atom 4 (C): -0.77, atom 5 (C): -0.02, atom 6 (C): -0.06

(2)
Molecular formula: C44H51IIrN6O3S6Se
Method: DFT, the ωB97M-V functional and the def2-TZVPD basis

Output
- Highest occupied orbital energy: -8.90 eV
- Charge: +1
- E_LUMO: -0.1196 Eh
- Electronic energy: -202834.2246 eV

Atoms and positions in Å:
1 Ir 0.55 0.15 -0.33
2 C -2.52 -3.26 0.46
3 C -3.09 -1.93 0.10
4 N -4.38 -1.84 -0.14
5 C -4.94 -0.65 -0.46
6 C -4.22 0.49 -0.63
7 C -4.95 1.77 -0.90
8 O -4.47 2.40 -2.10
9 C -2.81 0.43 -0.39
10 C -2.04 1.61 -0.63
11 N -0.78 1.78 -0.43
12 C -0.28 3.11 -0.49
13 C -1.09 4.20 -0.15
14 C -0.62 5.50 -0.16
15 C 0.70 5.76 -0.52
16 C 1.53 4.71 -0.84
17 C 1.04 3.41 -0.80
18 I 2.37 1.87 -1.28
19 C -2.24 -0.77 0.05
20 O -1.00 -0.88 0.45
21 H -3.33 -3.89 0.84
22 H -1.73 -3.18 1.20
23 H -2.12 -3.75 -0.42
24 H -6.02 -0.65 -0.57
25 H -4.84 2.44 -0.05
26 H -6.01 1.53 -0.99
27 H -5.12 3.05 -2.38
28 H -2.59 2.44 -1.06
29 H -2.11 4.01 0.16
30 H -1.27 6.31 0.13
31 H 1.08 6.78 -0.53
32 H 2.56 4.89 -1.12
33 C 4.16 1.17 3.48
34 S 2.98 1.23 4.86
35 C 1.66 0.15 4.42
36 C 0.96 0.03 3.26
37 S 1.22 1.08 1.89
38 S -0.33 -1.16 3.33
39 C -0.22 -1.56 5.00
40 S -1.26 -2.60 5.74
41 S 1.10 -0.79 5.79
42 H 4.56 2.18 3.38
43 H 3.67 0.87 2.56
44 H 4.96 0.48 3.73
45 C 5.41 -5.77 1.27
46 C 5.24 -4.28 0.97
47 C 4.00 -3.69 1.64
48 N 2.77 -4.02 0.90
49 C 2.03 -3.17 0.21
50 S 2.30 -1.50 0.35
51 N 1.01 -3.66 -0.56
52 C 0.77 -4.97 -1.06
53 O -0.36 -5.28 -1.35
54 C 1.92 -5.88 -1.29
55 C 3.08 -5.42 -1.92
56 C 4.10 -6.31 -2.22
57 C 3.98 -7.65 -1.87
58 C 2.84 -8.10 -1.24
59 C 1.80 -7.22 -0.96
60 H 6.26 -6.18 0.73
61 H 4.52 -6.34 0.98
62 H 5.58 -5.92 2.34
63 H 5.16 -4.12 -0.11
64 H 6.12 -3.73 1.32
65 H 4.07 -2.61 1.71
66 H 3.89 -4.09 2.65
67 H 2.59 -5.00 0.76
68 H 0.25 -3.01 -0.73
69 H 3.16 -4.38 -2.19
70 H 4.99 -5.95 -2.72
71 H 4.78 -8.34 -2.10
72 H 2.75 -9.15 -0.96
73 H 0.90 -7.57 -0.47
74 C 2.53 -2.93 -4.55
75 C 1.93 -2.04 -5.62
76 C 2.55 -0.64 -5.64
77 C 2.12 0.23 -4.46
78 N 0.73 0.68 -4.61
79 C -0.35 0.21 -3.94
80 Se -0.36 -1.06 -2.57
81 N -1.44 0.79 -4.46
82 C -2.82 0.60 -3.98
83 C -3.45 -0.73 -4.36
84 C -3.56 -1.01 -5.86
85 C -2.25 -1.50 -6.50
86 C -1.06 1.67 -5.47
87 C -1.80 2.49 -6.32
88 C -1.09 3.25 -7.23
89 C 0.31 3.22 -7.29
90 C 1.04 2.39 -6.45
91 C 0.32 1.61 -5.55
92 H 2.14 -3.95 -4.64
93 H 2.29 -2.56 -3.54
94 H 3.62 -2.98 -4.64
95 H 0.85 -1.96 -5.47
96 H 2.08 -2.50 -6.60
97 H 2.27 -0.13 -6.57
98 H 3.64 -0.72 -5.62
99 H 2.75 1.12 -4.40
100 H 2.20 -0.31 -3.53
101 H -3.40 1.42 -4.39
102 H -2.82 0.70 -2.91
103 H -4.44 -0.72 -3.91
104 H -2.89 -1.54 -3.88
105 H -3.92 -0.12 -6.38
106 H -4.31 -1.79 -6.00
107 H -1.50 -0.71 -6.56
108 H -2.43 -1.86 -7.52
109 H -1.83 -2.33 -5.92
110 H -2.88 2.52 -6.29
111 H -1.63 3.90 -7.91
112 H 0.83 3.85 -8.00
113 H 2.12 2.35 -6.50

Mulliken atomic charge list, values in e, 6 entries: atom 1 (Ir): 2.82, atom 2 (C): -1.19, atom 3 (C): 0.39, atom 4 (N): -0.63, atom 5 (C): -0.99, atom 6 (C): 1.06

(3)
Molecular formula: C6H6
Method: DFT, the ωB97M-V functional and the def2-TZVPD basis

Output
- Highest occupied orbital energy (spin up / spin down): -8.11 / -7.97 eV
- Charge: 0
- E_LUMO (spin up / spin down): -0.0411 / -0.0351 Eh
- Electronic energy: -6311.3779 eV

Atoms and positions in Å:
1 C -3.43 0.26 0.11
2 C -2.15 0.37 0.01
3 C 1.79 1.26 0.24
4 C -0.99 0.45 -0.42
5 C 0.71 0.42 -0.05
6 C 0.93 -1.08 -0.02
7 H -4.36 -0.22 -0.32
8 H 2.68 0.77 0.33
9 H 1.88 2.30 0.14
10 H 1.09 -1.53 -1.02
11 H 0.04 -1.68 0.35
12 H 1.80 -1.31 0.65

Mulliken atomic charge list, values in e, 6 entries: atom 1 (C): -0.69, atom 2 (C): 0.56, atom 3 (C): -0.92, atom 4 (C): -0.45, atom 5 (C): 0.76, atom 6 (C): -1.05

(4)
Molecular formula: C20H26N2O4S2
Method: DFT, the ωB97M-V functional and the def2-TZVPD basis

Output
- Highest occupied orbital energy: -8.83 eV
- Charge: 0
- E_LUMO: 0.0165 Eh
- Electronic energy: -54002.9576 eV

Atoms and positions in Å:
1 C -2.54 -2.98 2.01
2 H -3.37 -2.52 1.46
3 O -1.32 -2.34 1.74
4 C -0.88 -2.30 0.44
5 C -1.51 -2.93 -0.62
6 C -0.99 -2.82 -1.90
7 C 0.17 -2.10 -2.12
8 C 0.80 -1.47 -1.06
9 C 0.29 -1.56 0.22
10 C 0.93 -0.87 1.40
11 N 1.75 0.26 1.00
12 C 1.16 1.38 0.60
13 N -0.12 1.48 0.44
14 C -0.53 2.71 0.06
15 O 0.26 3.65 -0.07
16 C -2.00 2.91 -0.25
17 C -2.30 2.38 -1.66
18 C -2.33 0.86 -1.71
19 C -3.37 0.32 -0.73
20 C -3.01 0.75 0.68
21 C -2.94 2.27 0.78
22 H -2.63 2.57 1.79
23 H -3.94 2.69 0.61
24 H -2.04 0.34 0.95
25 H -3.75 0.38 1.39
26 H -3.40 -0.77 -0.79
27 H -4.36 0.70 -1.00
28 H -1.35 0.46 -1.44
29 H -2.56 0.53 -2.72
30 H -1.56 2.77 -2.36
31 H -3.28 2.77 -1.96
32 H -2.15 3.99 -0.25
33 S 2.26 2.71 0.30
34 C 3.71 1.55 0.56
35 C 4.29 1.14 -0.77
36 H 4.99 1.86 -1.18
37 H 3.53 0.89 -1.51
38 S 5.15 -0.40 -0.35
39 O 5.19 -1.32 -1.45
40 O 6.38 -0.10 0.32
41 C 3.91 -0.94 0.89
42 H 4.44 -1.42 1.70
43 C 3.17 0.32 1.31
44 H 3.28 0.48 2.39
45 H 3.27 -1.66 0.38
46 H 4.47 2.07 1.15
47 H 0.13 -0.51 2.06
48 H 1.54 -1.57 1.97
49 H 1.70 -0.90 -1.25
50 H 0.58 -2.02 -3.12
51 H -1.49 -3.32 -2.72
52 H -2.42 -3.50 -0.47
53 H -2.71 -2.84 3.08
54 H -2.50 -4.05 1.79

Mulliken atomic charge list, values in e, 6 entries: atom 1 (C): -0.94, atom 2 (H): 0.33, atom 3 (O): -0.38, atom 4 (C): 0.57, atom 5 (C): -0.56, atom 6 (C): -0.67

(5)
Molecular formula: C18H22AuN7S2
Method: DFT, the ωB97M-V functional and the def2-TZVPD basis

Output
- Highest occupied orbital energy (spin up / spin down): -6.92 / -7.99 eV
- Multiplicity: 3
- Charge: 0
- Expectation value of S²: 2.0598
- E_LUMO (spin up / spin down): -0.0130 / -0.0535 Eh
- Electronic energy: -54813.5006 eV

Atoms and positions in Å:
1 Au 0.04 0.18 -0.05
2 N 0.83 -5.73 2.28
3 C 0.27 -4.72 2.15
4 N -0.45 -3.62 2.06
5 C -0.14 -2.48 1.62
6 N 0.07 -1.37 1.29
7 S 0.76 -1.52 -1.97
8 C 0.63 -0.44 -3.28
9 N -0.56 -0.31 -3.91
10 C -0.82 0.55 -4.93
11 C 0.17 1.35 -5.40
12 C 1.44 1.26 -4.79
13 C 1.66 0.40 -3.76
14 H -1.30 -0.90 -3.55
15 H -1.83 0.55 -5.31
16 H -0.03 2.03 -6.21
17 H 2.24 1.91 -5.14
18 H 2.62 0.34 -3.26
19 C 0.10 0.45 4.09
20 N 1.05 1.35 3.44
21 C 2.45 0.94 3.61
22 C 0.68 2.23 2.49
23 S -0.81 2.11 1.66
24 N 1.54 3.24 2.22
25 C 2.34 3.88 3.26
26 C 1.39 4.03 1.00
27 H 0.48 0.23 5.08
28 H -0.03 -0.47 3.53
29 H -0.87 0.94 4.18
30 H 2.50 -0.15 3.51
31 H 2.84 1.21 4.59
32 H 3.07 1.38 2.83
33 H 2.13 3.44 4.23
34 H 2.07 4.94 3.31
35 H 3.41 3.80 3.06
36 H 1.13 3.39 0.16
37 H 2.35 4.51 0.80
38 H 0.63 4.80 1.12
39 N 0.28 1.67 -1.35
40 C -0.73 2.19 -2.07
41 C -2.05 1.67 -2.10
42 C -3.03 2.23 -2.89
43 C -2.74 3.34 -3.69
44 C -1.45 3.89 -3.67
45 C -0.46 3.33 -2.89
46 H -2.27 0.81 -1.47
47 H -4.03 1.81 -2.90
48 H -3.51 3.79 -4.30
49 H -1.23 4.76 -4.28
50 H 0.54 3.73 -2.87

Mulliken atomic charge list, values in e, 6 entries: atom 1 (Au): 0.50, atom 2 (N): -0.51, atom 3 (C): 0.47, atom 4 (N): -0.65, atom 5 (C): 0.70, atom 6 (N): -0.72

(6)
Molecular formula: C5H11NO
Method: DFT, the ωB97M-V functional and the def2-TZVPD basis

Output
- SMILES: [H]/N=C/CC.CC=O
- Highest occupied orbital energy: -8.25 eV
- Charge: 0
- E_LUMO: 0.0179 Eh
- Electronic energy: -8897.0341 eV

Atoms and positions in Å:
1 C -1.23 0.60 0.47
2 C -1.50 0.96 -0.98
3 C -0.98 -1.09 0.64
4 N -1.25 -1.84 -0.33
5 H -0.54 -2.48 -0.68
6 H -1.15 -1.35 1.69
7 H -2.15 0.69 1.07
8 H -0.59 1.34 0.97
9 H -0.58 0.91 -1.56
10 H -2.22 0.28 -1.42
11 H -1.95 1.95 -1.05
12 C 2.43 0.24 -0.27
13 C 1.39 -0.16 0.73
14 O 1.38 0.09 1.90
15 H 0.80 -1.11 0.35
16 H 2.88 1.19 0.02
17 H 2.03 0.30 -1.28
18 H 3.23 -0.50 -0.27

Mulliken atomic charge list, values in e, 6 entries: atom 1 (C): -0.64, atom 2 (C): -0.97, atom 3 (C): -0.02, atom 4 (N): -0.56, atom 5 (H): 0.26, atom 6 (H): 0.30

(7)
Molecular formula: C3H9O2
Method: DFT, the ωB97M-V functional and the def2-TZVPD basis

Output
- Highest occupied orbital energy: -2.37 eV
- Charge: -1
- E_LUMO: 0.1415 Eh
- Electronic energy: -7350.7017 eV

Atoms and positions in Å:
1 C -0.31 -0.96 -0.02
2 O -1.33 -1.90 -0.11
3 C -0.88 0.48 0.20
4 C -1.55 0.90 -1.07
5 H 0.40 -0.95 -0.93
6 H 0.35 -1.10 0.88
7 H -0.11 1.23 0.26
8 H -1.45 0.71 1.17
9 H -2.50 1.56 -1.12
10 H -1.87 -0.06 -1.52
11 H -0.90 1.28 -1.92
12 H 2.91 -0.99 1.66
13 H 3.49 0.34 1.06
14 O 3.74 -0.55 1.45

Mulliken atomic charge list, values in e, 6 entries: atom 1 (C): -0.19, atom 2 (O): -0.88, atom 3 (C): -0.36, atom 4 (C): -0.98, atom 5 (H): 0.16, atom 6 (H): -0.02

(8)
Molecular formula: C3H8N3
Method: DFT, the ωB97M-V functional and the def2-TZVPD basis

Output
- Highest occupied orbital energy: -12.82 eV
- Charge: +1
- E_LUMO: -0.1383 Eh
- Electronic energy: -7700.4211 eV

Atoms and positions in Å:
1 C 2.19 -0.26 0.06
2 C 0.33 0.34 -0.50
3 C -1.96 -0.39 -0.18
4 N 1.04 -0.88 -0.24
5 N 1.50 0.95 0.10
6 N -0.83 0.51 0.28
7 H 3.17 -0.40 -0.11
8 H -2.89 -0.05 0.31
9 H -2.02 -0.20 -1.28
10 H -1.50 -1.31 0.25
11 H 0.92 -1.87 -0.41
12 H 1.71 1.83 0.46
13 H -0.56 0.18 1.25
14 H -1.08 1.53 0.02

Mulliken atomic charge list, values in e, 6 entries: atom 1 (C): 0.02, atom 2 (C): -0.52, atom 3 (C): -0.73, atom 4 (N): -0.08, atom 5 (N): -0.09, atom 6 (N): -0.16

(9)
Molecular formula: C4H10O2
Method: DFT, the ωB97M-V functional and the def2-TZVPD basis

Output
- SMILES: CC(C)C=O.O
- Highest occupied orbital energy: -9.68 eV
- Charge: 0
- E_LUMO: 0.0359 Eh
- Electronic energy: -8403.9669 eV

Atoms and positions in Å:
1 C 1.54 -0.69 -0.16
2 C 0.67 0.56 0.02
3 C 1.52 1.76 -0.34
4 C 0.33 0.48 1.49
5 O 1.07 -1.78 -0.36
6 H 2.61 -0.54 -0.08
7 H -0.37 0.52 -0.50
8 H 1.88 2.24 0.61
9 H 0.99 2.69 -0.66
10 H 2.33 1.62 -1.03
11 H -0.20 1.40 1.85
12 H 1.20 0.48 2.13
13 H -0.29 -0.27 1.99
14 H -4.14 -3.21 -1.00
15 H -4.62 -2.77 -2.44
16 O -4.53 -2.51 -1.52

Mulliken atomic charge list, values in e, 6 entries: atom 1 (C): -0.23, atom 2 (C): 0.90, atom 3 (C): -1.39, atom 4 (C): -1.62, atom 5 (O): -0.47, atom 6 (H): 0.39

(10)
Molecular formula: C42H41ClO2P2Sn
Method: DFT, the ωB97M-V functional and the def2-TZVPD basis

Output
- Highest occupied orbital energy: -6.61 eV
- Charge: 0
- E_LUMO: -0.0078 Eh
- Electronic energy: -85241.9185 eV

Atoms and positions in Å:
1 Sn -0.22 0.88 -0.68
2 C -1.83 0.98 -5.85
3 C -1.85 -0.34 -5.66
4 C -1.19 -1.32 -6.60
5 C 0.27 -1.03 -7.07
6 C 1.10 -0.09 -6.25
7 C 1.03 1.24 -6.28
8 C 0.12 2.03 -7.17
9 C -1.37 1.61 -7.13
10 C 1.46 0.33 0.67
11 H -2.21 1.68 -5.10
12 H -2.47 -0.80 -4.88
13 H -1.80 -1.42 -7.52
14 H -1.19 -2.33 -6.14
15 H 0.80 -2.00 -7.07
16 H 0.24 -0.71 -8.12
17 H 1.91 -0.59 -5.70
18 H 1.72 1.86 -5.71
19 H 0.46 1.98 -8.22
20 H 0.19 3.08 -6.87
21 H -1.96 2.52 -7.28
22 H -1.58 0.96 -7.99
23 H 1.27 0.95 1.56
24 H 2.45 0.54 0.26
25 H 1.36 -0.72 0.98
26 P -1.67 -0.75 -2.17
27 P 2.00 0.04 -2.15
28 C -0.34 -1.26 -3.24
29 C 1.00 -0.96 -3.25
30 C -2.64 -2.25 -1.87
31 C -3.02 -3.11 -2.91
32 C -3.74 -4.27 -2.63
33 C -4.08 -4.60 -1.31
34 C -3.67 -3.76 -0.27
35 C -2.97 -2.59 -0.54
36 C -2.86 0.57 -2.67
37 C -2.41 1.92 -2.77
38 C -3.31 2.98 -2.77
39 C -4.69 2.73 -2.76
40 C -5.15 1.41 -2.78
41 C -4.25 0.34 -2.72
42 C 3.39 -1.04 -1.75
43 C 3.10 -2.30 -1.17
44 C 4.15 -3.13 -0.78
45 C 5.47 -2.74 -0.98
46 C 5.75 -1.51 -1.60
47 C 4.72 -0.66 -1.98
48 C 2.62 1.74 -2.47
49 C 2.63 2.74 -1.47
50 C 2.94 4.06 -1.81
51 C 3.20 4.41 -3.14
52 C 3.25 3.41 -4.12
53 C 3.05 2.07 -3.76
54 H -0.64 -2.10 -3.90
55 H 1.63 -1.57 -3.92
56 H -2.74 -2.88 -3.94
57 H -4.04 -4.94 -3.44
58 H -4.64 -5.50 -1.09
59 H -3.90 -4.01 0.77
60 H -2.63 -1.95 0.26
61 H -1.33 2.14 -2.83
62 H -2.94 4.01 -2.76
63 H -5.39 3.56 -2.73
64 H -6.23 1.21 -2.80
65 H -4.63 -0.68 -2.69
66 H 2.06 -2.59 -1.02
67 H 3.92 -4.09 -0.31
68 H 6.29 -3.38 -0.64
69 H 6.79 -1.21 -1.77
70 H 4.93 0.31 -2.44
71 H 2.36 2.50 -0.44
72 H 2.98 4.81 -1.02
73 H 3.36 5.45 -3.40
74 H 3.46 3.67 -5.16
75 H 3.19 1.26 -4.49
76 Cl -2.24 0.02 7.75
77 C -2.03 -0.03 6.06
78 C -1.49 -1.19 5.47
79 C -1.31 -1.23 4.08
80 C -1.64 -0.12 3.31
81 C -2.15 1.05 3.90
82 C -2.34 1.09 5.28
83 C -1.33 -0.16 1.83
84 O -0.95 -1.23 1.29
85 O -1.42 0.98 1.20
86 H -1.21 -2.04 6.08
87 H -0.90 -2.12 3.61
88 H -2.38 1.91 3.28
89 H -2.72 2.00 5.76

Mulliken atomic charge list, values in e, 6 entries: atom 1 (Sn): 0.52, atom 2 (C): 0.18, atom 3 (C): -0.37, atom 4 (C): -1.46, atom 5 (C): -1.25, atom 6 (C): 0.30